# 1
15
Properties=species:S:1:pos:R:3:forces:R:3:lowdin_charge:R:1 method="wB97M-V/def2-TZVPD" lumo_ev=0.3699 e_above_lowest_ev=3.443 homo_ev=-9.89 gap_ev=10.26
C -2.996 -0.223 -0.388 1.9456 1.9132 5.6596 -0.035
C -1.715 -0.304 0.411 0.3196 3.0350 -3.6410 -0.189
C -0.872 0.884 0.144 7.4674 -6.2074 -1.2395 0.020
C 0.516 0.980 -0.013 -6.3605 -7.0427 1.2807 0.055
C 1.440 -0.141 -0.018 1.0005 0.6507 -0.4990 -0.479
O 1.177 -1.298 0.052 -0.1713 -1.3201 0.1593 0.124
O 2.777 0.271 -0.141 -5.1862 6.1491 0.6234 0.130
H -2.956 -0.199 -1.343 1.3275 0.5040 -6.5972 0.023
H -3.433 -1.097 -0.204 -3.0669 -3.0569 1.3610 0.048
H -3.356 0.692 -0.042 -2.1938 1.1063 0.4574 0.076
H -1.782 -0.237 1.412 -1.1907 -0.4523 3.6513 0.101
H -1.241 -1.116 0.109 2.4674 -3.8383 -0.7044 0.060
H -1.265 1.700 0.369 -3.8403 7.4948 1.1025 0.034
H 0.960 1.779 -0.196 3.3881 7.5621 -1.1193 0.023
H 3.197 -0.479 -0.205 4.0937 -6.4974 -0.4948 0.008

# 2
15
Properties=species:S:1:pos:R:3:forces:R:3:lowdin_charge:R:1 method="wB97M-V/def2-TZVPD" lumo_ev=0.3642 e_above_lowest_ev=3.991 homo_ev=-9.91 gap_ev=10.28
C -1.871 1.853 1.105 -3.3566 0.2469 -1.5919 -0.172
C -0.651 1.619 0.284 3.5869 1.0828 0.7145 -0.328
C -0.849 0.652 -0.896 6.4479 -1.1334 7.4292 -0.084
C -0.141 -0.481 -0.973 -2.0926 -1.5246 -5.2737 -0.015
C 0.925 -1.092 -0.128 0.7091 2.0495 2.7317 -0.566
H -2.254 0.875 1.644 0.6034 2.3584 -0.8046 0.099
H -1.652 2.786 1.706 -0.9115 -1.4576 -0.0957 0.067
H -2.817 2.228 0.160 2.5296 -1.1642 3.1986 0.161
H -0.362 2.741 0.014 -0.3063 -2.4384 -0.4539 0.138
H 0.310 1.280 0.952 -2.6068 0.6397 -1.5679 0.141
H -1.472 1.006 -1.512 -4.7989 1.8321 -5.2218 0.023
H -0.484 -1.032 -2.115 1.5648 0.9715 3.7936 0.188
H 2.114 -2.754 0.181 -3.1947 3.0438 -3.2758 0.282
O 1.413 -2.216 -0.597 2.7300 -3.5438 2.1900 0.034
O 1.354 -0.589 0.924 -0.9044 -0.9628 -1.7724 0.032

# 3
15
Properties=species:S:1:pos:R:3:forces:R:3:lowdin_charge:R:1 method="wB97M-V/def2-TZVPD" lumo_ev=0.9437 e_above_lowest_ev=1.791 homo_ev=-9.57 smiles="O=CCC1(O)CC1" gap_ev=10.52
O 2.140 1.383 -0.177 -0.0045 -0.4189 0.2463 0.060
C 2.052 0.426 0.554 0.0105 0.3011 -0.2159 -0.244
C 0.826 -0.438 0.688 0.0118 0.0060 -0.0732 -0.090
C -0.225 -0.292 -0.390 -0.1033 0.0308 0.3631 -0.541
O 0.161 -0.880 -1.599 -0.1542 0.1354 -0.1877 0.029
C -1.617 -0.489 0.104 -0.1690 -0.3290 0.2301 -0.080
C -1.141 0.888 -0.317 -0.3635 -0.0981 0.3174 -0.057
H 2.899 0.137 1.216 -0.0731 0.0902 -0.1019 0.121
H 0.392 -0.235 1.680 0.1203 0.0048 -0.1820 0.134
H 1.132 -1.492 0.712 0.0592 0.1301 0.0316 0.134
H 0.191 -0.187 -2.267 0.1368 -0.0664 0.0737 0.109
H -1.848 -0.691 1.140 0.1917 -0.2875 0.0327 0.100
H -2.257 -0.963 -0.637 -0.1022 0.1463 0.2934 0.112
H -1.828 1.162 -1.094 0.7075 0.5942 -0.8278 0.101
H -0.877 1.673 0.388 -0.2680 -0.2391 0.0003 0.112

# 4
15
Properties=species:S:1:pos:R:3:forces:R:3:lowdin_charge:R:1 method="wB97M-V/def2-TZVPD" lumo_ev=1.0378 e_above_lowest_ev=3.502 homo_ev=-9.73 smiles=C[C@@H]1[C@H](O)[C@@H]2O[C@H]12 gap_ev=10.77
C -0.397 -1.715 0.167 -0.0968 -0.0447 -0.0237 -0.058
C 0.518 -0.530 0.389 -0.0804 -0.0811 -0.2733 -0.236
C -0.079 0.877 0.805 0.3167 0.1436 0.3456 -0.279
O -1.468 1.003 0.856 -0.0528 -0.0725 -0.0573 -0.006
C 0.567 1.487 -0.448 -0.2075 0.7136 0.1518 -0.242
O -0.232 0.937 -1.442 -0.8753 0.2298 0.4712 -0.067
C 1.023 0.170 -0.887 -1.5619 0.1565 -0.6577 -0.044
H 0.189 -2.567 -0.198 -0.1254 0.1021 0.0740 0.082
H -1.148 -1.474 -0.591 0.0195 -0.0684 0.1081 0.081
H -0.913 -2.016 1.083 0.0673 0.0627 -0.0887 0.083
H 1.297 -0.783 1.127 0.0427 0.1463 -0.6084 0.145
H 0.316 1.260 1.743 0.0350 -0.1556 0.0970 0.148
H -1.794 0.844 -0.045 0.1635 0.0720 0.1949 0.096
H 1.004 2.465 -0.597 -0.0670 0.0997 0.0450 0.146
H 1.118 0.039 -1.960 2.4223 -1.3041 0.2216 0.150

# 5
15
Properties=species:S:1:pos:R:3:forces:R:3:lowdin_charge:R:1 method="wB97M-V/def2-TZVPD" lumo_ev=1.0363 e_above_lowest_ev=4.393 homo_ev=-9.21 smiles=C1CO[C@@H]2C[C@@H]2O1 gap_ev=10.25
C 1.660 -0.415 -0.012 -1.4461 2.8979 -1.4457 -0.192
C 1.042 1.075 -0.618 1.0122 -2.9798 1.6266 -0.202
O -0.227 0.972 -1.187 -1.9462 -1.9861 0.7467 -0.147
C -1.324 -0.092 -0.564 2.4051 2.2700 -0.9144 -0.110
C -1.660 0.091 0.896 0.5439 -0.1082 -0.2381 -0.042
C -0.858 -1.109 0.406 3.4059 0.2674 0.5184 -0.100
O 0.757 -1.181 0.728 -2.9085 0.3796 -0.0644 -0.146
H 2.050 -0.952 -0.903 -0.1965 0.1105 0.5597 0.108
H 2.471 0.013 0.604 -0.2247 -0.8823 0.0693 0.108
H 1.086 1.818 0.208 -0.0745 -0.3144 -0.4721 0.104
H 1.845 1.245 -1.359 -0.8248 0.5128 -0.0417 0.109
H -1.992 -0.187 -1.424 0.1247 -0.2700 0.6461 0.142
H -1.062 0.856 1.393 -0.0625 -0.1613 -0.1303 0.115
H -2.681 0.032 1.305 0.5382 -0.3446 -0.4640 0.113
H -1.107 -2.165 0.527 -0.3465 0.6085 -0.3963 0.140

# 6
15
Properties=species:S:1:pos:R:3:forces:R:3:lowdin_charge:R:1 method="wB97M-V/def2-TZVPD" lumo_ev="-0.5121 / -0.5131" e_above_lowest_ev=6.324 homo_ev="-8.49 / -8.49" gap_ev="7.98 / 7.98"
C 1.895 -0.111 -0.494 0.2126 -0.0403 -0.3559 0.104
C -0.314 0.200 -0.553 -0.0562 -0.0241 0.2419 -0.036
C -1.422 1.162 -0.665 0.1145 0.0158 -0.0103 -0.077
C -0.589 -0.992 0.225 -0.1041 -0.1128 -0.1236 -0.124
C 0.094 -0.390 1.537 -0.0226 0.0719 0.3264 -0.611
O -0.448 -0.498 2.611 0.1345 -0.0356 -0.4467 0.097
O 1.177 0.260 1.257 -0.3597 -0.1770 0.1141 -0.050
H 2.188 -1.082 -0.096 -0.1148 0.2641 -0.0434 0.071
H 1.647 -0.164 -1.541 0.2860 0.0524 0.0101 0.028
H 2.617 0.665 -0.266 -0.2167 -0.0245 0.0036 0.068
H -2.183 1.103 0.130 0.1850 -0.0396 -0.1084 0.098
H -1.141 2.198 -0.874 0.0552 -0.2221 0.0448 0.083
H -1.888 0.762 -1.583 -0.1104 0.1028 -0.0170 0.113
H -1.630 -1.259 0.426 0.1408 0.1354 0.1871 0.121
H -0.004 -1.854 -0.114 -0.1442 0.0336 0.1775 0.115

# 7
15
Properties=species:S:1:pos:R:3:forces:R:3:lowdin_charge:R:1 method="wB97M-V/def2-TZVPD" lumo_ev=0.6090 e_above_lowest_ev=1.366 homo_ev=-9.05 gap_ev=9.66
O -1.382 -2.239 -0.252 0.1451 0.2957 -0.2404 0.047
C -0.871 -1.269 -0.758 -0.1262 -0.1094 0.0457 -0.289
C -1.465 0.123 -0.705 -0.1436 -0.0856 0.0137 -0.142
C -0.527 1.111 0.042 0.0544 0.0816 -0.0083 -0.181
C 0.404 0.380 0.974 0.1630 -0.0992 -0.0557 -0.118
C 1.587 -0.079 0.570 -0.2413 0.0334 0.3332 -0.213
O 2.035 0.162 -0.700 0.1824 -0.0725 -0.0541 -0.006
H 0.097 -1.352 -1.295 -0.1580 -0.0423 0.0137 0.120
H -1.634 0.466 -1.734 -0.0002 -0.0413 0.1400 0.116
H -2.437 0.039 -0.209 0.1278 0.0210 -0.0274 0.114
H -1.139 1.831 0.597 0.1099 -0.1318 -0.0913 0.108
H 0.065 1.688 -0.675 -0.0867 -0.1333 0.0734 0.107
H 0.066 0.113 1.971 0.1042 0.0622 -0.1148 0.112
H 2.226 -0.694 1.199 -0.0540 0.1550 -0.0446 0.121
H 2.897 -0.250 -0.823 -0.0770 0.0665 0.0167 0.104

# 8
15
Properties=species:S:1:pos:R:3:forces:R:3:lowdin_charge:R:1 method="wB97M-V/def2-TZVPD" lumo_ev=0.8205 e_above_lowest_ev=3.929 homo_ev=-8.56 gap_ev=9.38
C -1.773 -0.244 0.022 -0.0654 -0.0446 -0.0149 -0.029
C -0.491 0.562 0.035 -0.1163 -0.0870 -0.2702 -0.322
O -0.135 0.757 1.443 0.4803 0.2732 0.0521 -0.131
C 0.979 1.402 1.649 -0.4777 -0.2164 0.2881 0.083
C 1.076 -1.333 -0.457 -0.0382 0.1144 -0.0325 0.069
C 0.643 -0.100 -0.714 0.0386 -0.3106 0.2382 -0.403
O 1.154 0.725 -1.664 0.1719 -0.0725 -0.0968 0.050
H -1.631 -1.202 0.531 0.0104 0.1192 -0.0774 0.083
H -2.581 0.296 0.522 0.1197 -0.0247 -0.0470 0.085
H -2.067 -0.446 -1.012 0.0182 0.0396 0.1335 0.095
H -0.641 1.557 -0.389 0.0272 -0.1084 0.0554 0.148
H 1.014 1.431 2.768 0.0487 0.0104 -0.2098 0.022
H 1.925 -1.765 -0.980 -0.1337 0.0759 0.0407 0.066
H 0.605 -1.935 0.312 0.0635 0.1207 -0.0796 0.067
H 1.922 0.295 -2.067 -0.1474 0.1108 0.0202 0.115

# 9
15
Properties=species:S:1:pos:R:3:forces:R:3:lowdin_charge:R:1 method="wB97M-V/def2-TZVPD" lumo_ev=0.8792 e_above_lowest_ev=1.323 homo_ev=-9.66 smiles="C/C=C/[C@@H](O)C=O" gap_ev=10.54
C 2.384 -0.120 0.728 0.0733 -0.0237 -0.0280 -0.102
C 0.915 0.203 0.725 -0.0987 0.0440 -0.1083 -0.159
C 0.189 0.370 -0.378 0.1823 -0.0516 0.1594 -0.064
C -1.313 0.575 -0.406 0.0363 -0.0564 0.2174 -0.370
O -1.791 0.932 -1.670 0.0865 -0.0213 -0.0635 -0.017
C -1.883 -0.780 -0.010 -0.1704 -0.2438 -0.2535 -0.187
O -2.425 -1.492 -0.823 0.1584 0.3136 0.4010 0.066
H 2.997 0.786 0.682 -0.0848 -0.0605 0.0435 0.076
H 2.644 -0.743 -0.132 0.0105 0.1045 0.0578 0.075
H 2.675 -0.660 1.633 -0.0805 0.0541 -0.1105 0.070
H 0.435 0.302 1.700 0.0297 0.0441 -0.1328 0.108
H 0.639 0.285 -1.366 -0.0306 -0.0708 0.0821 0.127
H -1.609 1.334 0.332 -0.0226 -0.1361 -0.0737 0.156
H -2.144 0.111 -2.051 -0.0721 0.0996 -0.0568 0.087
H -1.713 -1.103 1.035 -0.0171 0.0041 -0.1341 0.134

# 10
15
Properties=species:S:1:pos:R:3:forces:R:3:lowdin_charge:R:1 method="wB97M-V/def2-TZVPD" lumo_ev=0.7553 e_above_lowest_ev=3.880 homo_ev=-8.86 gap_ev=9.61
O -2.785 -0.313 0.483 0.1102 -0.0079 -0.0887 0.016
C -1.714 -0.910 0.037 -0.1001 0.3907 -0.1020 -0.077
C -0.841 0.044 -0.743 0.0465 -0.0602 -0.0147 -0.158
C 0.562 0.078 -0.161 -0.1115 -0.0670 0.1822 -0.530
C 1.636 -0.692 -0.788 0.0688 -0.3056 0.0033 -0.084
O 1.522 0.712 -0.995 0.0717 0.2187 -0.1107 -0.022
C 0.631 0.433 1.305 0.0568 0.0290 0.0109 -0.008
H -2.833 0.643 0.240 0.0218 -0.2000 0.0258 0.111
H 0.090 -0.313 1.898 0.0737 0.0999 -0.0759 0.086
H -1.236 1.082 -0.783 0.0060 -0.1437 0.0726 0.121
H -0.789 -0.332 -1.773 -0.0085 0.0229 0.1468 0.128
H 2.491 -1.005 -0.190 -0.1446 0.0549 -0.0776 0.118
H 1.422 -1.313 -1.659 0.0126 0.1058 0.1329 0.118
H 0.175 1.415 1.483 0.0440 -0.1274 -0.0338 0.091
H 1.670 0.472 1.645 -0.1474 -0.0102 -0.0709 0.090

Number 1: F_max 9.79 eV/A. Number 2: F_max 9.90 eV/A. Number 3: F_max 1.24 eV/A. Number 4: F_max 2.76 eV/A. Number 5: F_max 3.55 eV/A. Number 6: F_max 0.47 eV/A. Number 7: F_max 0.41 eV/A. Number 8: F_max 0.60 eV/A. Number 9: F_max 0.53 eV/A. Number 10: F_max 0.42 eV/A.